1.
C4H10NO3P | ωB97M-V with the def2-TZVPD basis set

## Properties
net charge	0
gap between HOMO and LUMO (alpha / beta)	8.5 / 5.7	eV
E_tot	-780.06649	a.u.
2S+1	1
energy above the lowest of the compared OMol25 structures with the same formula, charge and spin	5.6405	eV
E_LUMO (alpha / beta)	-0.04 / -0.86	eV
HOMO level (alpha / beta)	-8.5286 / -6.5326	eV

Geometry (Å):
H (-3.39, 1.00, 1.16)
C (-3.14, 0.16, 0.50)
H (0.06, -2.89, 0.83)
H (-2.62, -0.53, 1.12)
H (3.61, 2.10, 1.30)
O (2.40, 0.68, 0.61)
H (1.38, -3.31, -0.38)
C (0.68, -2.45, -0.04)
H (3.54, 2.08, -0.60)
O (-0.36, 0.50, -1.82)
H (2.18, 2.77, 0.55)
H (-4.16, -0.26, 0.18)
C (-2.36, 0.64, -0.76)
O (1.25, -1.28, 0.42)
H (-3.02, 1.06, -1.52)
C (2.99, 1.96, 0.48)
H (-0.09, -2.21, -0.75)
N (-1.12, 0.36, -0.75)
P (2.17, -0.35, -0.51)

Mulliken atomic charge list, values in e, 4 entries: H 0.25; C -0.85; H 0.22; H 0.26

***

2.
C16H18N4O5S2 | ωB97M-V with the def2-TZVPD basis set

## Properties
net charge	0
gap between HOMO and LUMO	7.9	eV
E_tot	-2012.07544	a.u.
2S+1	1
energy above the lowest of the compared OMol25 structures with the same formula, charge and spin	0.0000	eV
E_LUMO	-0.10	eV
HOMO level	-8.0358	eV
SMILES	CN(C)S(=O)(=O)c1cccc(NC(=S)N/N=C/c2ccc(O)c(O)c2O)c1

Geometry (Å):
H (-5.04, -2.19, 2.87)
N (1.20, 3.41, -0.10)
O (2.25, 2.83, 2.20)
C (-3.63, -2.04, 1.60)
C (2.22, -1.30, 0.83)
H (2.33, 1.54, -1.77)
C (2.16, -1.61, -0.52)
O (3.70, 3.27, 0.25)
H (-0.10, 1.99, 0.64)
C (-3.05, -0.97, 2.28)
N (0.33, -2.42, -2.86)
C (-1.89, -0.38, 1.78)
S (2.48, 2.73, 0.78)
H (-0.43, -0.42, 0.22)
H (-1.44, 0.44, 2.31)
H (0.71, 5.10, -1.20)
O (-3.64, -3.57, -0.22)
C (-0.07, 3.06, 0.50)
C (-1.32, -0.86, 0.62)
C (-3.06, -2.53, 0.43)
H (2.33, 0.30, 2.29)
C (1.37, 4.82, -0.38)
N (-0.22, -1.93, -1.74)
C (2.34, 1.02, 0.29)
C (-1.89, -1.93, -0.07)
H (2.12, -2.64, -0.83)
C (2.30, 0.02, 1.25)
H (-0.12, -3.17, -3.38)
H (1.15, 5.44, 0.49)
H (-0.87, 3.36, -0.18)
O (-4.78, -2.64, 2.06)
H (2.41, 4.97, -0.67)
N (2.11, -0.88, -2.84)
H (2.69, -0.32, -3.45)
C (1.41, -1.86, -3.47)
C (2.17, -0.59, -1.47)
H (-4.42, -3.82, 0.29)
H (-1.79, -3.29, -1.77)
H (2.20, -2.10, 1.56)
H (-3.18, 0.18, 3.81)
C (-1.29, -2.44, -1.28)
O (-3.68, -0.55, 3.42)
H (-0.21, 3.55, 1.47)
C (2.29, 0.73, -1.06)
S (1.81, -2.33, -5.00)

Mulliken atomic charge list, values in e, 4 entries: H 0.33; N 0.01; O -0.72; C 0.73

***

3.
C13H27NPdSi2 | ωB97M-V with the def2-TZVPD basis set

## Properties
net charge	+2
gap between HOMO and LUMO (alpha / beta)	7.5 / 5.6	eV
E_tot	-1272.30926	a.u.
2S+1	5
energy above the lowest of the compared OMol25 structures with the same formula, charge and spin	0.0000	eV
E_LUMO (alpha / beta)	-7.10 / -11.49	eV
HOMO level (alpha / beta)	-14.6242 / -17.1009	eV

Geometry (Å):
C (0.28, 0.27, 0.24)
H (2.37, 3.34, 1.79)
H (-2.65, -1.38, 0.65)
H (-2.53, 1.49, 1.89)
C (0.40, -0.88, 3.12)
H (-4.16, 1.14, -3.75)
H (-2.59, 0.38, 3.26)
C (-3.30, 0.49, -3.96)
H (0.59, 3.19, 1.86)
C (1.17, -1.96, -0.48)
H (1.11, -0.13, 3.48)
H (2.47, 3.27, -1.05)
Si (1.75, 1.47, 0.37)
H (-0.20, -1.20, 3.99)
C (1.04, -3.08, -1.29)
Si (-0.78, -0.25, 1.76)
C (0.37, -0.81, -0.77)
H (3.47, 0.02, 1.45)
H (-0.04, -3.87, -3.04)
H (1.62, 2.08, 2.80)
H (2.22, 1.78, -2.04)
H (4.18, 1.38, 0.52)
H (-1.81, 0.86, 0.25)
H (-3.64, -0.49, -4.30)
C (1.80, 2.43, -1.26)
H (3.58, -0.07, -0.34)
H (0.82, 2.81, -1.60)
H (1.81, -1.94, 0.41)
H (1.61, -3.99, -1.08)
N (-0.44, -0.75, -1.84)
Pd (-0.71, 1.96, -0.18)
H (-2.30, -2.12, 2.23)
C (0.14, -3.03, -2.36)
C (-0.57, -1.84, -2.61)
H (0.98, -1.76, 2.81)
H (-1.37, 1.70, 3.19)
H (-1.24, -1.74, -3.47)
C (1.53, 2.62, 1.85)
C (-1.84, -1.72, 1.32)
H (-1.30, -2.52, 0.81)
C (-1.92, 0.96, 2.62)
C (3.40, 0.60, 0.52)
H (-2.66, 0.94, -4.69)
H (-2.68, 0.34, -3.07)

Mulliken atomic charge list, values in e, 4 entries: C 1.09; H 0.40; H 0.33; H 0.43

***

4.
C34H32BrF10N11O6Ti | ωB97M-V with the def2-TZVPD basis set

## Properties
net charge	0
gap between HOMO and LUMO (alpha / beta)	6.0 / 6.0	eV
E_tot	-6790.65864	a.u.
2S+1	1
energy above the lowest of the compared OMol25 structures with the same formula, charge and spin	0.0000	eV
E_LUMO (alpha / beta)	-0.51 / -0.50	eV
HOMO level (alpha / beta)	-6.5066 / -6.5083	eV

Geometry (Å):
C (3.74, 1.69, -0.82)
C (-2.66, -3.06, 0.53)
F (4.21, -1.67, -6.75)
H (-1.20, -1.02, 0.67)
C (1.01, -0.34, -5.81)
H (-0.68, -3.58, -1.99)
N (1.02, 0.92, 2.66)
H (-1.14, 2.65, -2.11)
F (4.49, 3.84, -3.67)
H (0.69, 0.39, 3.45)
F (4.43, 4.82, 0.93)
H (2.80, -0.71, 1.94)
C (-3.82, 2.96, 5.78)
C (3.92, 2.64, 0.19)
C (-4.86, -2.80, 2.21)
C (-2.72, -1.99, 1.43)
O (-0.20, 3.35, -1.50)
H (3.18, -3.60, -0.05)
C (-3.82, -1.85, 2.27)
F (-0.05, -0.28, -3.74)
C (1.03, -0.64, -4.46)
H (-5.70, -2.68, 2.87)
C (-5.48, 1.18, 5.74)
N (2.06, -1.85, 0.40)
H (1.69, -3.16, 2.02)
H (-6.40, 0.73, 6.09)
H (-2.25, 0.39, 2.74)
O (-0.59, -0.28, -0.87)
C (2.08, -0.70, -6.61)
C (-4.78, -3.83, 1.31)
O (-1.53, -3.11, -0.22)
C (4.29, 3.95, -0.07)
C (2.45, -2.94, -0.53)
C (-3.07, 2.36, 4.79)
C (-4.74, 0.57, 4.73)
F (3.68, 2.30, 1.47)
N (0.14, 1.99, 2.44)
H (3.96, -2.01, -1.78)
H (-0.55, 4.16, 0.19)
C (1.16, -2.41, 1.41)
H (-2.29, 1.60, -0.46)
H (-0.69, 4.26, 1.92)
F (-0.05, 0.28, -6.34)
H (-1.47, -4.96, -1.17)
F (4.28, -2.17, -4.18)
C (4.31, 3.45, -2.41)
N (-3.08, 0.31, 3.30)
C (-3.69, -3.98, 0.46)
C (-1.54, -3.90, -1.41)
C (-3.97, -0.73, 3.21)
N (0.68, 2.45, -1.07)
H (-2.45, -3.70, -1.99)
H (3.07, -3.34, -2.50)
Ti (1.42, -0.15, -1.11)
C (-2.49, 1.08, -1.40)
C (2.97, -2.46, -1.87)
N (3.28, 0.40, -0.57)
C (-5.01, 2.37, 6.25)
F (3.79, 1.30, -3.15)
C (3.15, -1.61, -4.66)
C (3.95, 2.15, -2.12)
H (0.31, -2.89, 0.93)
C (3.15, -1.34, -6.02)
H (-2.16, 2.81, 4.42)
N (-4.97, -0.61, 4.05)
H (4.85, -0.99, -0.26)
C (4.12, -0.41, 0.31)
N (-0.60, 3.70, 1.09)
C (-3.55, 1.16, 4.27)
N (-2.03, 1.95, -2.51)
H (-5.57, 2.87, 7.03)
H (-1.72, 1.39, -3.31)
O (-2.21, -1.13, -2.17)
H (-2.78, 2.55, -2.84)
H (-3.55, 0.87, -1.50)
N (2.00, -1.52, -2.45)
O (1.08, 1.57, -1.96)
H (0.79, -1.62, 2.05)
H (1.54, -3.52, -0.71)
F (2.08, -0.43, -7.91)
F (4.83, 5.62, -1.64)
N (0.68, 1.91, 0.19)
Br (-6.18, -5.10, 1.21)
H (-3.65, -4.80, -0.24)
C (-1.73, -0.25, -1.50)
H (4.70, 0.21, 1.00)
H (-3.49, 3.89, 6.21)
C (4.48, 4.36, -1.37)
O (-1.71, -1.08, 1.50)
H (1.96, 1.26, 2.83)
H (0.13, 2.69, 3.17)
H (3.79, -2.13, 1.59)
C (0.11, 2.53, 1.17)
C (2.08, -1.29, -3.81)
C (3.22, -1.30, 1.14)

Mulliken atomic charge list, values in e, 4 entries: C -0.70; C 0.71; F -0.31; H -0.63

***

5.
C6H14 | ωB97M-V with the def2-TZVPD basis set

## Properties
net charge	0
gap between HOMO and LUMO	9.8	eV
E_tot	-236.92216	a.u.
2S+1	1
energy above the lowest of the compared OMol25 structures with the same formula, charge and spin	2.4285	eV
E_LUMO	1.14	eV
HOMO level	-8.6593	eV
SMILES	CC(C)C(C)C

Geometry (Å):
H (-1.41, 1.82, 1.42)
H (0.95, -1.37, -0.35)
H (-0.22, 1.96, 0.12)
C (-1.03, 1.33, 0.52)
H (0.85, -1.07, 2.18)
H (1.28, 0.98, -1.16)
C (-0.53, -0.09, 0.84)
H (-1.15, 0.10, -1.95)
H (1.36, 0.55, 1.67)
C (0.04, -0.81, -0.40)
H (2.51, -0.10, -0.43)
C (1.58, -0.04, -1.06)
H (-1.85, 1.33, -0.22)
C (-0.94, -0.91, -1.55)
H (-0.55, -1.52, -2.37)
C (0.50, -0.06, 1.96)
H (-1.41, -0.65, 1.21)
H (-1.93, -1.33, -1.28)
H (1.85, -0.49, -2.03)
H (0.08, 0.37, 2.88)

Mulliken atomic charge list, values in e, 4 entries: H 0.43; H 0.29; H 0.26; C -1.46

***

6.
C4H13AlNO3 | ωB97M-V with the def2-TZVPD basis set

## Properties
net charge	+1
gap between HOMO and LUMO	1.7	eV
E_tot	-682.42394	a.u.
2S+1	1
energy above the lowest of the compared OMol25 structures with the same formula, charge and spin	5.0731	eV
E_LUMO	-9.91	eV
HOMO level	-11.6340	eV

Geometry (Å):
O (5.01, -0.97, 1.06)
C (-0.53, 1.05, -0.73)
H (0.44, -2.78, -0.62)
C (-0.76, -0.40, -0.95)
H (1.12, 2.28, -0.38)
H (-1.72, -0.54, -1.45)
C (-0.81, 1.89, -2.01)
O (-2.63, 0.52, 5.04)
H (5.73, -0.54, 0.56)
H (-1.71, 1.64, -2.58)
C (-0.46, -2.53, -0.06)
Al (1.80, -0.11, 4.25)
H (-1.32, -2.88, -0.63)
H (0.05, 1.66, -2.64)
H (-0.54, -3.03, 0.91)
O (-0.63, -1.14, 0.28)
H (-0.81, 2.95, -1.78)
H (-3.19, 0.18, 4.32)
N (0.80, 1.34, -0.19)
H (-1.26, 1.39, 0.00)
H (1.43, 0.77, -0.74)
H (0.01, -0.75, -1.65)

Mulliken atomic charge list, values in e, 4 entries: O -0.41; C 0.32; H 0.33; C -0.82

***

> The highest E_tot belongs to which entry?

C6H14